Record 1
This record from the Open Molecules 2025 dataset describes a structure of composition C51H47CoF2N12OP. The level of theory is ωB97M-V/def2-TZVPD.

Output
frontier orbital gap (spin up / spin down)	7.070 / 7.267	eV
2S+1	2
net charge	0

Each line ends with the Löwdin charge.
Geometry (Å):
Co1 -0.40 0.75 0.32  0.261
O1 0.68 -1.46 1.81  -0.006
C1 -0.22 -0.66 1.61  -0.364
C2 -1.31 -0.59 2.69  -0.239
C3 -1.07 -0.95 4.01  -0.020
C4 -2.08 -0.81 4.95  -0.073
C5 -3.34 -0.35 4.57  -0.083
C6 -3.60 -0.03 3.25  -0.071
C7 -2.57 -0.14 2.31  -0.331
P1 -2.61 0.19 0.54  1.092
C8 -4.21 1.04 0.24  -0.333
C9 -4.24 2.37 -0.16  -0.091
C10 -5.45 3.03 -0.36  -0.081
C11 -6.64 2.36 -0.15  -0.087
C12 -6.63 1.03 0.25  -0.076
C13 -5.42 0.38 0.44  -0.097
C14 -3.00 -1.44 -0.19  -0.332
C15 -2.90 -2.62 0.54  -0.082
C16 -3.19 -3.84 -0.06  -0.095
C17 -3.59 -3.90 -1.39  -0.091
C18 -3.70 -2.72 -2.12  -0.086
C19 -3.42 -1.50 -1.52  -0.117
H1 -0.09 -1.32 4.28  0.118
H2 -1.90 -1.07 5.99  0.101
H3 -4.12 -0.25 5.31  0.099
H4 -4.58 0.31 2.95  0.096
H5 -3.32 2.90 -0.36  0.070
H6 -5.45 4.07 -0.68  0.103
H7 -7.59 2.87 -0.30  0.102
H8 -7.55 0.50 0.41  0.104
H9 -5.41 -0.67 0.73  0.113
H10 -2.57 -2.60 1.57  0.104
H11 -3.08 -4.75 0.52  0.100
H12 -3.81 -4.85 -1.85  0.098
H13 -4.02 -2.75 -3.15  0.100
H14 -3.51 -0.59 -2.10  0.102
F1 4.26 -0.96 -1.51  0.029
C20 3.60 -0.12 -0.66  -0.273
C21 2.23 -0.17 -0.59  -0.050
C22 1.53 0.70 0.26  -0.141
C23 2.27 1.58 1.07  -0.102
C24 3.66 1.57 0.97  -0.210
F2 4.43 2.37 1.75  0.044
C25 4.36 0.75 0.10  0.049
C26 1.53 2.39 2.07  -0.179
C27 2.07 3.44 2.82  0.004
C28 1.30 4.06 3.78  -0.060
C29 -0.01 3.64 4.00  -0.057
C30 -0.48 2.62 3.19  -0.135
N1 0.24 2.03 2.24  0.092
H15 1.71 -0.91 -1.19  0.080
H16 5.44 0.77 0.06  0.124
H17 3.09 3.76 2.66  0.103
H18 1.71 4.88 4.36  0.107
H19 -0.64 4.08 4.75  0.102
H20 -1.50 2.25 3.29  0.112
C31 1.24 -8.25 0.10  -0.082
C32 2.16 -7.50 -0.85  -0.417
C33 1.51 -7.28 -2.21  -0.077
C34 2.66 -6.17 -0.26  -0.115
N2 1.62 -5.16 -0.15  -0.111
C35 1.36 -4.10 -0.93  -0.146
N3 0.31 -3.48 -0.46  0.050
N4 -0.07 -4.18 0.63  0.002
N5 0.69 -5.19 0.82  0.072
H21 0.99 -9.23 -0.31  0.077
H22 0.31 -7.70 0.26  0.068
H23 1.70 -8.40 1.08  0.079
H24 3.07 -8.09 -0.99  0.134
H25 0.61 -6.68 -2.12  0.078
H26 1.23 -8.24 -2.65  0.079
H27 2.19 -6.78 -2.91  0.078
H28 3.44 -5.75 -0.89  0.127
H29 3.07 -6.32 0.74  0.129
H30 1.96 -3.81 -1.77  0.132
C36 -1.65 2.25 -3.32  -0.001
C37 -1.05 0.89 -3.28  -0.358
N6 -0.87 0.14 -2.22  0.099
C38 -0.36 -1.06 -2.67  -0.127
C39 -0.24 -1.04 -4.02  -0.067
N7 -0.68 0.21 -4.42  -0.015
C40 -0.54 0.77 -5.74  -0.067
N8 0.48 1.80 -5.79  -0.049
N9 0.15 3.06 -6.15  0.057
N10 1.17 3.82 -6.02  0.075
C41 2.22 3.07 -5.54  -0.257
C42 3.51 3.45 -5.17  -0.020
C43 4.32 2.48 -4.63  -0.078
C44 3.87 1.15 -4.47  -0.069
C45 2.61 0.76 -4.83  -0.007
C46 1.78 1.76 -5.37  -0.189
H31 -2.06 2.47 -2.34  0.065
H32 -2.46 2.29 -4.05  0.090
H33 -0.92 3.01 -3.58  0.064
H34 -0.17 -1.87 -1.98  0.068
H35 0.11 -1.76 -4.74  0.115
H36 -1.45 1.26 -6.07  0.135
H37 -0.29 -0.04 -6.42  0.140
H38 3.84 4.47 -5.30  0.114
H39 5.33 2.73 -4.32  0.104
H40 4.54 0.42 -4.02  0.104
H41 2.26 -0.25 -4.67  0.100
N11 0.98 2.48 -2.40  0.161
C47 0.44 3.36 -1.52  -0.368
C48 0.59 4.74 -1.73  -0.010
C49 -0.03 5.63 -0.89  -0.065
C50 -0.80 5.14 0.16  -0.060
C51 -0.90 3.77 0.29  -0.157
N12 -0.31 2.87 -0.51  0.097
H42 1.77 2.82 -2.94  0.093
H43 1.10 1.53 -2.07  0.074
H44 1.20 5.08 -2.57  0.112
H45 0.09 6.69 -1.05  0.109
H46 -1.30 5.79 0.86  0.104
H47 -1.46 3.35 1.11  0.086



Record 2
This record from the Open Molecules 2025 dataset describes a structure of composition C51H48AlN8O2PTe at a distorted geometry. The level of theory is ωB97M-V/def2-TZVPD.

Output
frontier orbital gap	6.224	eV
net charge	+2

Each line ends with the Löwdin charge.
Geometry (Å):
Al1 -0.46 -0.17 -0.60  0.206
C1 1.22 1.17 4.35  -0.028
N1 0.34 0.52 3.40  -0.016
C2 0.47 0.51 2.02  -0.393
N2 -0.52 -0.19 1.40  0.128
C3 -1.35 -0.72 2.45  -0.115
C4 -0.77 -0.41 3.67  -0.050
C5 -1.19 -0.69 5.02  -0.210
C6 -0.32 -1.18 6.02  -0.035
C7 -0.74 -1.24 7.35  -0.063
C8 -2.07 -0.96 7.73  -0.057
C9 -2.92 -0.54 6.73  -0.062
C10 -2.52 -0.46 5.39  -0.014
C11 -2.55 -1.49 2.28  -0.219
C12 -2.69 -2.67 2.97  -0.102
C13 -3.76 -3.54 2.80  -0.057
C14 -4.66 -3.30 1.76  -0.037
C15 -4.63 -2.02 1.13  -0.057
C16 -3.62 -1.12 1.41  -0.038
P1 1.53 1.75 1.24  1.207
C17 2.21 0.37 0.25  -0.364
N3 1.51 -0.41 -0.67  0.134
C18 2.50 -1.09 -1.42  -0.129
C19 3.75 -0.76 -0.91  -0.057
N4 3.54 0.17 0.16  -0.026
C20 4.56 0.59 1.10  -0.004
C21 5.07 -1.15 -1.37  -0.186
C22 5.27 -2.45 -1.78  -0.027
C23 6.56 -2.93 -2.02  -0.047
C24 7.65 -2.10 -1.85  -0.038
C25 7.42 -0.73 -1.57  -0.051
C26 6.16 -0.26 -1.31  -0.041
C27 2.29 -1.87 -2.59  -0.221
C28 1.34 -2.88 -2.66  -0.057
C29 1.12 -3.58 -3.85  -0.053
C30 1.89 -3.30 -4.98  -0.056
C31 2.83 -2.29 -4.93  -0.066
C32 3.06 -1.60 -3.75  -0.014
C33 0.29 2.49 0.19  -0.391
N5 -0.45 1.81 -0.75  0.127
C34 -1.38 2.79 -1.27  -0.115
C35 -1.11 4.00 -0.68  -0.028
N6 0.00 3.81 0.25  -0.023
C36 0.73 4.78 1.03  -0.034
C37 -1.78 5.31 -0.98  -0.148
C38 -2.11 6.22 0.06  -0.041
C39 -2.55 7.51 -0.19  -0.076
C40 -2.74 7.94 -1.49  -0.051
C41 -2.62 6.98 -2.53  -0.040
C42 -2.12 5.68 -2.29  -0.012
C43 -2.40 2.46 -2.26  -0.223
C44 -2.13 2.24 -3.62  -0.062
C45 -3.11 1.64 -4.43  -0.087
C46 -4.41 1.42 -3.97  -0.050
C47 -4.66 1.74 -2.63  -0.037
C48 -3.69 2.29 -1.77  0.007
H1 1.52 2.14 3.92  0.070
H2 2.15 0.57 4.55  0.120
H3 0.76 1.38 5.28  0.086
H4 0.69 -1.48 5.78  0.113
H5 0.01 -1.53 8.10  0.115
H6 -2.42 -1.04 8.78  0.128
H7 -3.95 -0.26 6.94  0.114
H8 -3.19 -0.16 4.57  0.128
H9 -1.95 -2.98 3.72  0.121
H10 -3.93 -4.39 3.47  0.121
H11 -5.38 -3.99 1.42  0.096
H12 -5.41 -1.71 0.40  0.126
H13 -3.58 -0.19 0.86  0.110
H14 5.28 -0.19 1.20  0.103
H15 4.10 0.82 2.07  0.084
H16 4.99 1.55 0.81  0.105
H17 4.45 -3.11 -1.89  0.111
H18 6.69 -3.98 -2.31  0.126
H19 8.65 -2.51 -1.91  0.114
H20 8.22 -0.04 -1.57  0.104
H21 6.05 0.79 -1.11  0.108
H22 0.79 -3.20 -1.77  0.076
H23 0.33 -4.33 -3.88  0.117
H24 1.80 -3.92 -5.89  0.126
H25 3.47 -2.09 -5.77  0.117
H26 3.90 -0.89 -3.81  0.132
H27 0.66 5.81 0.65  0.114
H28 1.79 4.53 1.05  0.079
H29 0.39 4.81 2.07  0.107
H30 -1.93 5.98 1.08  0.101
H31 -2.72 8.17 0.65  0.113
H32 -2.99 9.01 -1.70  0.129
H33 -2.85 7.30 -3.54  0.111
H34 -2.02 5.01 -3.13  0.100
H35 -1.11 2.47 -4.05  0.137
H36 -2.80 1.41 -5.45  0.114
H37 -5.15 0.90 -4.61  0.132
H38 -5.64 1.49 -2.25  0.115
H39 -3.94 2.52 -0.74  0.132
N7 -0.61 -0.39 -2.79  0.085
N8 -1.82 -1.10 -3.06  0.070
C49 -2.65 -1.25 -1.91  -0.558
O1 -3.85 -1.43 -1.95  0.104
O2 -1.95 -1.15 -0.76  -0.041
H40 -0.62 0.45 -3.40  0.102
H41 0.11 -0.97 -3.27  0.102
H42 -2.32 -0.76 -3.88  0.131
C50 -0.62 -5.60 -0.46  -0.436
Te1 0.01 -4.20 1.07  1.142
C51 2.12 -4.68 0.89  -0.461
H43 0.07 -5.60 -1.34  0.001
H44 -1.65 -5.33 -0.74  0.004
H45 -0.60 -6.59 0.02  0.004
H46 2.45 -5.24 1.80  0.012
H47 2.66 -3.71 0.79  -0.022
H48 2.26 -5.23 -0.06  0.002



Number 1: molecular weight 971.92 Da. Number 2: molecular weight 990.55 Da.